{"formula": "C2H4F2S2", "method": "ωB97M-V/def2-TZVPD", "smiles": "FC(F)CSS", "homo_lumo_gap_ha": 0.3622, "symbols": ["C", "C", "F", "F", "S", "S", "H", "H", "H", "H"], "positions_angstrom": [[-0.15146, 0.40995, -0.17130], [0.95422, -0.55488, 0.42919], [0.46269, -1.48484, 1.29850], [1.56178, -1.20787, -0.59128], [-2.80633, -0.76126, 0.33161], [-1.44569, 0.54830, 1.06767], [0.12203, 1.48902, -0.05475], [-0.46189, 0.17536, -1.10947], [1.77636, -0.14559, 0.92056], [-2.30481, -1.97413, 0.82009]], "forces_ev_per_a": [[2.0, 1.4, 5.0], [-1.0, -0.1, -1.4], [-0.3, -0.1, -0.5], [-0.2, -0.7, -0.8], [-0.1, -1.4, 0.5], [-1.0, -0.2, -0.2], [0.9, -0.9, -0.9], [-0.9, -0.8, -2.6], [0.9, 1.6, 1.2], [-0.4, 1.1, -0.3]], "nbo_charge": [-0.604, 0.561, -0.345, -0.348, -0.148, 0.129, 0.239, 0.242, 0.135, 0.139]}

=====

{"formula": "C2H4F2Si", "method": "ωB97M-V/def2-TZVPD", "smiles": "FC(F)=C[SiH3]", "homo_lumo_gap_ha": 0.3716, "symbols": ["C", "C", "F", "F", "Si", "H", "H", "H", "H"], "positions_angstrom": [[-0.65513, 0.58574, -0.08913], [0.23791, 1.41971, -0.52080], [0.14363, 2.67159, -0.94230], [1.48997, 1.07928, -0.82959], [0.01853, -1.52709, 0.42150], [-1.63442, 0.99713, 0.18553], [1.36143, -1.32654, 0.05709], [-0.58833, -2.71881, -0.04702], [-0.37358, -1.18102, 1.76473]], "forces_ev_per_a": [[-0.7, -2.8, 0.9], [1.3, 0.1, -1.4], [-0.8, 0.5, 0.6], [0.4, -0.4, 0.1], [-1.6, 4.7, 0.0], [0.4, -0.4, -0.3], [1.4, -0.3, -0.1], [-0.6, -0.7, -0.7], [0.2, -0.6, 0.9]], "nbo_charge": [-0.675, 0.696, -0.316, -0.336, 0.865, 0.229, -0.151, -0.159, -0.154]}

=====

{"formula": "C2H4F3N", "method": "ωB97M-V/def2-TZVPD", "smiles": "C[C@H](F)N(F)F", "homo_lumo_gap_ha": 0.4460, "symbols": ["C", "C", "N", "F", "F", "F", "H", "H", "H", "H"], "positions_angstrom": [[-1.13572, 0.24405, 0.34542], [0.09881, -0.42493, -0.38577], [1.21521, 0.22388, 0.25709], [0.17475, -1.70319, 0.06874], [2.47564, -0.11741, -0.22771], [1.16699, 1.62841, 0.03288], [-0.84503, -0.15605, 1.32911], [-1.20428, 1.29128, 0.16877], [-1.97915, -0.33997, -0.11384], [0.03276, -0.64607, -1.47470]], "forces_ev_per_a": [[1.0, -3.3, -1.7], [-1.4, 0.4, -0.9], [1.5, 1.3, 1.1], [0.2, -0.9, 0.8], [-0.9, 0.0, -0.5], [-0.1, -1.3, -0.4], [-1.1, 1.0, 0.2], [-0.1, 0.6, 0.3], [0.4, 0.8, 0.9], [0.5, 1.4, 0.3]], "nbo_charge": [-0.637, 0.279, 0.276, -0.342, -0.219, -0.243, 0.243, 0.238, 0.224, 0.182]}

=====

{"formula": "C2H4F3N", "method": "ωB97M-V/def2-TZVPD", "homo_lumo_gap_ha": [0.3625, 0.3030], "symbols": ["C", "C", "N", "F", "F", "F", "H", "H", "H", "H"], "positions_angstrom": [[-1.03886, 0.43940, -0.11967], [-0.38676, -0.85125, -0.19355], [1.85167, -0.23014, 0.09299], [-0.53968, -1.56240, 0.91383], [1.71704, 1.05670, -0.55427], [1.97623, 0.12862, 1.42744], [-2.03250, 0.36736, -0.36358], [-0.78989, 0.94074, 0.78871], [-0.60213, 1.04028, -0.81040], [-0.15513, -1.32930, -1.18150]], "forces_ev_per_a": [[1.6, -0.8, 1.2], [2.4, 0.4, 0.2], [-1.7, 0.7, -0.6], [0.1, -0.7, -0.7], [0.3, -1.0, 0.7], [-0.4, -0.1, -0.6], [-2.7, -0.1, -0.1], [-0.4, 0.0, 1.1], [1.2, 1.8, -2.5], [-0.4, -0.1, 1.4]], "nbo_charge": [-0.729, 0.421, 0.255, -0.304, -0.307, -0.256, 0.236, 0.247, 0.249, 0.189]}

=====

Let's list E_tot in order: -1074.687977 -567.731120 -432.797402 -432.725383 Eh.